[1]
{"formula": "C2H5N5", "method": "the ωB97M-V functional and the def2-TZVPD basis", "multiplicity": 1, "relative_energy_kcal_mol": 67.0, "smiles": "CN=c1[nH]nn[nH]1", "lumo_ev": 0.928, "orbital_gap_ev": 9.813, "molar_mass_g_mol": 99.097, "species": ["C", "N", "C", "N", "N", "N", "N", "H", "H", "H", "H", "H"], "xyz": [[2.401, -0.314, -0.083], [1.467, 0.787, -0.006], [0.308, 0.427, 0.083], [-0.207, -0.853, 0.152], [-1.574, -1.002, -0.095], [-2.045, 0.184, -0.075], [-0.952, 1.025, -0.006], [2.326, -0.821, 0.863], [3.417, -0.032, -0.257], [2.105, -1.043, -0.870], [0.307, -1.723, 0.299], [-1.232, 1.960, 0.180]], "mulliken_charge": [-0.901, -0.549, 0.519, 0.072, -0.363, -0.258, 0.060, 0.338, 0.250, 0.311, 0.283, 0.237]}

---

[2]
{"formula": "C27H31N5O6S", "method": "the ωB97M-V functional and the def2-TZVPD basis", "multiplicity": 1, "relative_energy_kcal_mol": 2.7, "lumo_ev": -0.117, "orbital_gap_ev": 7.783, "molar_mass_g_mol": 553.641, "species": ["C", "H", "O", "C", "C", "C", "C", "C", "C", "O", "C", "H", "H", "H", "H", "C", "N", "C", "O", "C", "C", "N", "H", "H", "C", "N", "S", "C", "O", "N", "H", "H", "C", "C", "C", "C", "C", "C", "C", "H", "H", "H", "H", "H", "H", "H", "H", "C", "O", "N", "H", "C", "H", "H", "C", "H", "C", "H", "H", "C", "H", "C", "H", "O", "H", "H", "H", "H", "H", "H"], "xyz": [[-3.700, 0.482, 5.876], [-3.706, 1.519, 5.524], [-2.588, -0.225, 5.389], [-2.455, -0.366, 4.041], [-3.331, 0.129, 3.092], [-3.095, -0.061, 1.737], [-1.983, -0.759, 1.310], [-1.111, -1.287, 2.260], [-1.319, -1.087, 3.611], [-0.501, -1.546, 4.600], [0.692, -2.191, 4.232], [1.322, -1.549, 3.607], [1.210, -2.404, 5.166], [0.499, -3.133, 3.706], [-0.251, -1.850, 1.931], [-1.741, -1.011, -0.161], [-0.319, -1.166, -0.474], [0.603, -0.286, -0.008], [0.283, 0.774, 0.544], [2.009, -0.635, -0.104], [3.044, 0.250, 0.221], [2.916, 1.542, 0.534], [1.984, 1.893, 0.690], [3.754, 2.036, 0.805], [4.300, -0.433, 0.137], [4.227, -1.705, -0.193], [2.706, -2.188, -0.451], [5.592, 0.216, 0.430], [5.678, 1.385, 0.771], [6.657, -0.598, 0.293], [6.514, -1.554, 0.018], [7.581, -0.249, 0.480], [0.016, -2.263, -1.308], [-0.239, -3.551, -0.846], [0.034, -4.648, -1.639], [0.558, -4.461, -2.907], [0.802, -3.182, -3.369], [0.537, -2.061, -2.590], [0.841, -0.698, -3.126], [1.903, -0.477, -3.009], [0.609, -0.654, -4.188], [0.285, 0.082, -2.613], [1.201, -3.038, -4.362], [0.771, -5.311, -3.537], [-0.163, -5.643, -1.270], [-0.651, -3.685, 0.144], [-2.218, -1.959, -0.440], [-2.386, 0.053, -1.079], [-3.178, -0.255, -1.947], [-2.003, 1.306, -0.800], [-1.215, 1.413, -0.160], [-2.343, 2.419, -1.650], [-3.340, 2.249, -2.062], [-2.343, 3.326, -1.042], [-1.335, 2.548, -2.813], [-1.501, 1.722, -3.511], [-1.402, 3.927, -3.476], [-1.043, 3.858, -4.503], [-2.413, 4.328, -3.483], [-0.434, 4.758, -2.623], [-0.973, 5.368, -1.899], [0.428, 3.700, -1.906], [1.490, 3.782, -2.147], [-0.001, 2.430, -2.360], [0.313, 3.767, -0.817], [0.174, 5.419, -3.236], [-3.795, 0.336, 1.018], [-4.209, 0.677, 3.392], [-3.602, 0.472, 6.960], [-4.642, -0.001, 5.594]], "mulliken_charge": [-0.958, 0.362, -0.449, 0.968, -0.717, -1.295, -0.698, -0.176, 0.775, -0.474, -0.788, 0.301, 0.259, 0.314, 0.393, 1.117, 1.179, 1.278, -1.147, -0.184, -0.216, -0.271, 0.200, 0.229, 0.188, -0.683, 0.160, 0.337, -0.718, -0.330, 0.247, 0.242, -1.462, -0.068, -1.014, -0.716, -1.039, 2.303, -1.551, 0.306, 0.606, -0.112, 0.497, 0.413, 0.437, 0.409, 1.169, -0.854, -0.725, 0.463, 0.150, -1.526, 0.380, 0.446, 0.407, 0.464, -0.796, 0.329, 0.335, -0.636, 0.282, -0.445, 0.432, -0.315, 0.165, 0.333, 0.482, 0.403, 0.240, 0.362]}

---

[3]
{"formula": "C7H13Cl2N4", "method": "the ωB97M-V functional and the def2-TZVPD basis", "multiplicity": 1, "total_charge": 1, "relative_energy_kcal_mol": 44.3, "smiles": "CC(C)(C)/N=C1\\[NH+]=C(Cl)NCN1Cl", "lumo_ev": -4.225, "orbital_gap_ev": 8.382, "molar_mass_g_mol": 224.115, "species": ["C", "C", "C", "C", "N", "C", "N", "C", "Cl", "N", "C", "N", "Cl", "H", "H", "H", "H", "H", "H", "H", "H", "H", "H", "H", "H", "H"], "xyz": [[-1.137, -1.025, -0.318], [-1.030, 0.211, 0.578], [-1.372, -0.115, 2.005], [-2.056, 1.299, 0.312], [0.289, 0.815, 0.516], [1.511, 0.504, 0.161], [2.067, -0.839, -0.173], [3.377, -1.067, -0.250], [3.892, -2.668, -0.462], [4.272, -0.111, -0.100], [3.772, 1.222, -0.406], [2.479, 1.506, 0.225], [2.038, 3.146, 0.427], [-0.400, -1.079, -1.200], [-0.961, -1.885, 0.330], [-2.181, -1.230, -0.787], [-1.208, 0.701, 2.712], [-0.853, -0.919, 2.449], [-2.539, -0.407, 1.955], [-1.855, 2.165, 1.006], [-1.926, 1.800, -0.585], [-3.024, 0.915, 0.481], [1.380, -1.588, -0.468], [5.213, -0.368, -0.013], [4.352, 1.905, 0.105], [3.860, 1.348, -1.507]], "mulliken_charge": [-1.636, 1.657, -1.553, -1.789, -0.473, 0.244, 0.020, 0.599, -0.086, -0.121, -0.493, -0.087, 0.026, 0.375, 0.413, 0.311, 0.406, 0.412, 0.342, 0.375, 0.447, 0.499, 0.204, 0.209, 0.422, 0.277]}

---

[4]
{"formula": "C2H6INOS", "method": "the ωB97M-V functional and the def2-TZVPD basis", "multiplicity": 1, "relative_energy_kcal_mol": 60.9, "smiles": "CCN(I)OS", "lumo_ev": [-1.471, -1.472], "orbital_gap_ev": [7.560, 7.558], "molar_mass_g_mol": 219.047, "species": ["C", "C", "N", "I", "O", "S", "H", "H", "H", "H", "H", "H"], "xyz": [[-0.772, -0.954, -0.521], [-0.314, 0.235, 0.301], [0.969, 0.675, -0.202], [2.671, -0.790, 0.793], [1.403, 1.893, 0.415], [2.641, 2.543, -0.400], [-1.535, -0.769, -1.336], [0.205, -1.283, -1.115], [-1.025, -1.731, 0.264], [-0.952, 1.261, 0.130], [-0.328, 0.121, 1.405], [2.015, 2.381, -1.711]], "mulliken_charge": [-0.708, -0.275, -0.395, -0.003, -0.084, -0.034, 0.291, 0.211, 0.234, 0.266, 0.327, 0.171]}

---

[5]
{"formula": "C29H40BrN2P2Ru", "method": "the ωB97M-V functional and the def2-TZVPD basis", "multiplicity": 5, "total_charge": 3, "s_squared": 6.0511, "lumo_ev": [-9.754, -11.586], "orbital_gap_ev": [7.136, 6.012], "molar_mass_g_mol": 659.575, "species": ["Ru", "C", "C", "C", "P", "C", "C", "C", "C", "C", "C", "C", "C", "C", "N", "C", "C", "C", "C", "C", "C", "P", "C", "C", "C", "C", "C", "C", "H", "H", "H", "H", "H", "H", "H", "H", "H", "H", "H", "H", "H", "H", "H", "H", "H", "H", "H", "H", "H", "H", "H", "H", "H", "H", "H", "H", "H", "H", "H", "H", "H", "H", "H", "H", "Br", "C", "C", "C", "N", "C", "C", "H", "H", "H", "H"], "xyz": [[-0.096, -0.364, -0.286], [-1.072, 4.402, -1.133], [-1.064, 3.024, -0.469], [-2.473, 2.466, -0.258], [0.019, 1.803, -1.317], [-0.089, 1.707, -3.150], [-1.406, 1.025, -3.546], [0.093, 3.015, -3.931], [1.713, 2.092, -0.751], [2.690, 2.853, -1.367], [3.954, 2.972, -0.791], [4.250, 2.318, 0.401], [3.285, 1.568, 1.047], [2.000, 1.470, 0.492], [0.988, 0.723, 1.095], [0.859, 0.616, 2.457], [1.380, 1.570, 3.358], [1.270, 1.360, 4.717], [0.638, 0.220, 5.210], [0.063, -0.703, 4.330], [0.150, -0.502, 2.968], [-0.681, -1.519, 1.738], [-2.472, -1.090, 1.798], [-3.081, -1.214, 0.391], [-3.258, -1.879, 2.845], [-0.355, -3.293, 2.014], [-1.037, -4.148, 0.942], [1.154, -3.531, 2.089], [-1.545, 5.109, -0.451], [-1.654, 4.397, -2.052], [-0.069, 4.772, -1.350], [-0.569, 3.115, 0.505], [-2.980, 2.271, -1.204], [-3.070, 3.195, 0.289], [-2.460, 1.542, 0.326], [0.752, 1.043, -3.385], [-2.248, 1.707, -3.425], [-1.606, 0.123, -2.963], [-1.362, 0.750, -4.600], [-0.785, 3.650, -3.849], [0.214, 2.758, -4.984], [0.964, 3.594, -3.635], [2.488, 3.364, -2.298], [4.711, 3.567, -1.282], [5.244, 2.386, 0.822], [3.529, 1.027, 1.952], [1.834, 2.477, 2.983], [1.666, 2.094, 5.405], [0.566, 0.059, 6.277], [-0.450, -1.568, 4.732], [-2.477, -0.034, 2.089], [-3.320, -2.247, 0.140], [-2.418, -0.839, -0.419], [-3.992, -0.621, 0.311], [-3.292, -2.943, 2.609], [-4.286, -1.516, 2.878], [-2.837, -1.754, 3.843], [-0.816, -3.502, 2.987], [-0.761, -3.819, -0.063], [-2.122, -4.146, 1.030], [-0.704, -5.180, 1.050], [1.644, -3.235, 1.157], [1.341, -4.595, 2.232], [1.621, -2.998, 2.916], [2.145, -4.758, -4.827], [1.477, -3.543, -3.597], [2.341, -2.792, -2.799], [1.808, -1.902, -1.901], [0.474, -1.727, -1.758], [-0.359, -2.455, -2.532], [0.100, -3.363, -3.454], [3.414, -2.903, -2.881], [2.452, -1.300, -1.268], [-1.422, -2.295, -2.396], [-0.601, -3.926, -4.054]], "mulliken_charge": [-0.127, -1.473, 0.665, -1.210, 1.312, 0.814, -1.547, -1.325, 0.025, -0.963, -0.842, -0.869, -0.346, -0.051, 0.734, 0.177, -0.438, -0.998, -0.847, -0.514, -0.155, 1.293, 0.233, -1.063, -1.455, 0.576, -1.200, -1.445, 0.468, 0.361, 0.359, 0.275, 0.240, 0.521, 0.016, 0.379, 0.358, 0.306, 0.479, 0.330, 0.480, 0.291, 0.303, 0.497, 0.474, 0.684, 0.671, 0.472, 0.505, 0.513, 0.433, 0.312, -0.002, 0.461, 0.321, 0.476, 0.362, 0.672, 0.149, 0.272, 0.489, 0.218, 0.488, 0.356, 0.016, -0.050, -0.644, -0.512, 0.271, -0.449, -0.708, 0.517, 0.572, 0.517, 0.519]}

---

[6]
{"formula": "C3H9NS", "method": "the ωB97M-V functional and the def2-TZVPD basis", "multiplicity": 1, "relative_energy_kcal_mol": 65.1, "lumo_ev": 0.380, "orbital_gap_ev": 8.329, "molar_mass_g_mol": 91.179, "species": ["C", "C", "C", "N", "S", "H", "H", "H", "H", "H", "H", "H", "H", "H"], "xyz": [[1.849, 0.450, 1.023], [0.324, -1.385, -2.382], [-0.518, 0.527, 0.411], [0.515, 1.193, 1.067], [-1.065, -0.418, -1.789], [2.512, 0.898, 1.678], [2.056, 0.369, -0.138], [1.630, -0.488, 1.498], [0.793, -2.153, -1.619], [1.057, -0.829, -2.951], [-0.088, -2.142, -3.137], [0.644, 2.162, 0.712], [-0.506, -0.555, 0.671], [-1.477, 1.057, 0.593]], "mulliken_charge": [-0.719, -0.767, -0.595, -0.301, -0.213, 0.338, 0.241, 0.310, 0.230, 0.266, 0.277, 0.263, 0.307, 0.364]}